The following is a DFT calculation (wB97M-V/def2-TZVPD) of one molecule with the formula HN3P2 in a non-equilibrium geometry.

Frontier orbital gap (spin up / spin down)   0.27811 / 0.27810 Ha
SMILES string   [H]/P=N/N=P#N
HOMO (spin up / spin down)   -9.1 / -9.1 eV

Last column: Löwdin charge in e.
Cartesian coordinates (Å):
H -2.143199 -0.178720 -0.751714  -0.198
P -1.238707 -0.752154 -0.020201  0.854
N -0.579757 0.597372 0.442681  -0.523
N 0.494549 1.099195 0.660384  -0.213
P 2.053562 0.301123 -0.115703  0.608
N 1.413554 -1.066816 -0.215447  -0.528

Forces on the atoms, in the same order (eV/Å):
-2.414 1.598 -2.058
1.757 -3.425 1.672
3.658 3.098 0.838
-4.173 0.400 0.560
0.370 -1.389 -0.426
0.801 -0.283 -0.587

The following is a DFT calculation (wB97M-V/def2-TZVPD) of a 5-piece molecular cluster, C32H72N6O5 overall in a non-equilibrium geometry.

Frontier orbital gap   0.30093 Ha
SMILES string   CC1(C)CCCC(C)(C)N1O.CC1(C)CCCC(C)(C)N1O.CC1(C)CCCC(C)(C)N1O.COC[C@H](C)N.NC(N)=O
HOMO   -7.9 eV

Last column: Löwdin charge in e.
Cartesian coordinates (Å):
C -26.405450 26.701240 19.598360  -0.038
C -24.958440 26.356870 19.208620  -0.460
C -24.503140 27.106490 17.917840  -0.025
C -24.080570 26.947540 20.338420  -0.158
C -24.014520 26.109170 21.603740  -0.193
C -23.479530 24.717940 21.256410  -0.124
C -24.375230 23.955820 20.205690  -0.474
C -23.503700 22.758360 19.708310  -0.033
C -25.599310 23.389220 20.901150  -0.044
N -24.769400 24.855230 19.077580  -0.161
O -25.502690 24.330640 18.106990  -0.002
H -26.467130 27.735900 19.261070  0.070
H -27.162930 26.242830 18.962610  0.083
H -26.611350 26.746750 20.667760  0.080
H -23.417370 27.176540 17.852120  0.072
H -24.790190 26.516430 17.047480  0.078
H -24.800880 28.149480 18.025740  0.080
H -23.023920 27.003460 20.076730  0.112
H -24.422470 27.978390 20.430880  0.122
H -23.388120 26.584950 22.358300  0.110
H -24.979050 26.095860 22.111280  0.101
H -23.404970 24.066720 22.127300  0.115
H -22.467470 24.911630 20.900990  0.113
H -23.949800 22.303090 18.824100  0.073
H -23.416970 21.993340 20.479890  0.084
H -22.534810 23.124730 19.369010  0.078
H -25.378050 23.078640 21.922270  0.089
H -26.036300 22.533970 20.385710  0.081
H -26.398350 24.130570 20.906880  0.080
H -26.218110 23.876440 18.558090  0.090
C -13.271780 14.064060 7.996510  -0.014
C -14.586960 13.715180 8.793380  -0.521
C -15.697980 13.266090 7.899200  -0.047
C -14.277780 12.520610 9.695750  -0.136
C -13.398390 12.764980 10.965320  -0.216
C -13.912940 13.878130 11.714280  -0.168
C -14.283740 15.162630 10.877320  -0.445
C -15.224490 16.012170 11.830090  -0.033
C -12.953180 15.918460 10.594980  -0.029
N -15.077760 14.754540 9.712410  -0.099
O -15.645400 15.912630 9.074320  -0.015
H -13.120420 13.484800 7.085670  0.078
H -13.212660 15.114220 7.710550  0.081
H -12.423630 13.781870 8.620300  0.057
H -16.635200 13.469130 8.417360  0.086
H -15.755240 13.952800 7.054650  0.086
H -15.658630 12.204210 7.656330  0.091
H -15.242400 12.117030 10.003530  0.120
H -13.695200 11.821270 9.096080  0.120
H -13.296760 11.793920 11.449890  0.117
H -12.370760 12.877820 10.619840  0.101
H -13.160750 14.066270 12.480380  0.128
H -14.848050 13.525810 12.149660  0.122
H -14.541290 16.389390 12.591040  0.076
H -16.093940 15.571230 12.317650  0.079
H -15.633330 16.921510 11.389560  0.070
H -13.064280 16.701280 9.844680  0.081
H -12.208500 15.198820 10.254880  0.063
H -12.481600 16.444430 11.425090  0.079
H -16.487590 15.975980 9.530730  0.092
C -23.884760 20.127080 5.866640  -0.032
C -24.027390 20.501720 7.414130  -0.422
C -23.558340 21.970970 7.553570  -0.043
C -25.537440 20.517540 7.668500  -0.172
C -26.201660 19.170120 7.881340  -0.190
C -25.457550 18.438640 9.015580  -0.125
C -23.864440 18.320110 8.842950  -0.452
C -23.231690 17.764500 10.212580  -0.023
C -23.535620 17.277540 7.708210  -0.026
N -23.335220 19.584800 8.469610  -0.139
O -22.025760 19.624940 8.116650  -0.013
H -24.295870 20.919500 5.241210  0.081
H -22.885040 19.790870 5.591630  0.076
H -24.407650 19.197640 5.641200  0.054
H -23.855310 22.397640 8.511620  0.076
H -22.469780 21.965180 7.497920  0.081
H -24.128980 22.631280 6.900530  0.083
H -25.825140 21.036880 8.582620  0.118
H -25.989940 21.018770 6.812860  0.116
H -27.267030 19.129820 8.108180  0.111
H -26.101380 18.528670 7.005790  0.099
H -25.852790 17.425370 9.087390  0.105
H -25.768950 18.884510 9.960210  0.109
H -22.200970 17.501070 9.975240  0.063
H -23.812220 16.925010 10.595120  0.076
H -23.041440 18.421690 11.061110  0.067
H -24.057320 16.321580 7.753530  0.082
H -22.495190 16.953890 7.737190  0.069
H -23.494110 17.768670 6.736010  0.057
H -21.625350 19.884080 8.949790  0.115
C -15.884540 26.618610 17.775980  -0.111
O -15.821620 25.211390 17.535280  -0.186
C -15.586500 24.458650 18.723850  -0.209
C -15.472020 22.939260 18.460890  -0.450
C -15.287860 22.183050 19.748360  -0.081
N -14.324300 22.637500 17.651990  0.024
H -16.790450 26.921860 18.300820  0.083
H -15.991940 27.033730 16.773870  0.084
H -15.006170 27.110450 18.193910  0.085
H -14.770860 24.876200 19.314170  0.128
H -16.497220 24.438810 19.322420  0.116
H -16.277040 22.609470 17.804170  0.146
H -15.312910 21.101060 19.618890  0.080
H -15.999840 22.406610 20.542840  0.070
H -14.383650 22.420400 20.308870  0.079
H -14.595620 23.079390 16.785260  0.065
H -13.483530 23.135300 17.907760  0.074
N -20.549030 24.162860 14.457110  0.170
C -20.762040 23.304360 13.499910  -0.815
N -21.966000 22.813530 13.468120  0.154
O -19.955310 22.892740 12.706200  0.035
H -21.350270 24.476570 14.985980  0.108
H -19.589440 24.392390 14.672980  0.122
H -22.621700 23.013430 14.209870  0.106
H -22.176180 22.129660 12.755200  0.119

Forces on the atoms, in the same order (eV/Å):
0.247 1.423 -1.268
0.583 -1.154 0.950
0.241 -1.038 0.710
0.575 -0.697 -0.122
-0.942 0.143 0.638
-0.962 0.549 -0.556
1.078 0.190 -0.278
-0.526 0.808 -0.655
-0.815 0.103 0.050
4.063 2.799 2.539
-1.462 -1.583 -1.640
-0.366 0.372 0.279
-0.019 -0.590 0.425
-0.082 -0.645 -0.112
0.171 -0.383 0.303
-0.591 0.714 -0.215
-0.568 -0.135 -0.684
0.035 0.127 -0.768
-0.006 0.010 0.534
0.367 0.059 -0.154
-0.334 -0.412 -0.091
0.020 0.075 0.057
0.060 -0.441 -0.398
-0.251 -0.104 0.066
0.156 0.118 0.051
0.138 -0.075 0.289
-0.075 -0.011 -0.030
0.206 -0.235 -0.114
-0.032 0.194 0.383
-0.887 -0.185 -0.212
-0.344 -0.089 0.387
1.569 0.256 0.483
-1.074 1.138 -0.343
0.861 -0.213 0.828
0.557 -1.899 -3.580
-1.063 1.226 0.989
-0.170 0.029 1.543
1.133 0.700 -0.352
-0.186 0.130 -0.539
-0.154 -0.086 0.526
0.775 -0.636 -0.249
-0.513 -0.189 -0.075
-0.037 0.022 0.169
0.136 0.421 0.012
-0.129 -0.363 0.196
0.078 -0.493 -0.496
0.219 0.230 -0.347
0.045 -0.339 0.027
-0.500 -0.392 -0.221
-0.526 0.140 0.673
0.240 0.594 -0.114
-0.439 0.768 0.401
-0.063 0.222 0.471
-0.193 -0.088 0.378
0.312 -0.835 -0.189
0.304 0.020 -0.493
-0.182 -0.178 -0.279
-0.010 0.104 -0.190
-0.455 -0.270 0.522
-0.192 0.073 -0.139
0.397 -1.338 1.309
-1.051 -0.565 -0.053
-0.059 -0.851 1.079
-1.135 -0.285 0.349
1.417 -1.602 -0.164
0.600 -0.161 -0.192
-1.235 -1.900 0.246
0.334 0.636 -1.205
0.947 0.054 0.410
-3.092 3.873 -1.009
2.290 -0.916 0.190
0.347 0.006 0.084
0.402 0.895 0.003
-0.692 0.177 0.099
0.245 -0.425 0.503
-0.130 0.631 -0.481
0.601 -0.255 -0.755
0.469 0.690 0.011
-0.132 0.246 0.102
-0.024 0.710 0.046
0.046 0.049 -0.359
0.207 -0.227 -0.086
0.571 0.346 0.225
-0.073 -0.728 -0.135
0.186 -0.173 -0.288
-0.844 0.757 -0.199
-0.596 0.331 -0.202
0.305 0.148 0.647
-0.952 -0.252 -0.044
0.666 0.142 -0.114
-0.563 -0.141 -1.453
0.724 0.115 0.873
-1.749 -0.839 0.030
1.674 1.031 0.235
-0.804 -0.366 1.503
0.421 -0.133 -1.737
0.011 -0.215 0.457
0.017 0.139 -0.041
0.237 -0.541 0.403
0.291 -0.156 -0.043
-0.262 0.896 0.478
-0.641 0.005 0.711
0.081 0.097 -0.260
-0.727 0.078 -0.281
0.600 0.145 -0.698
0.559 -0.191 -0.744
0.119 0.074 0.563
0.781 2.311 2.266
1.132 -1.454 -1.441
-4.260 -1.182 0.136
2.165 -0.078 -1.192
0.743 0.222 0.242
-0.456 0.249 0.103
-0.095 -0.336 -0.414
-0.032 0.258 0.313

The following is a DFT calculation (wB97M-V/def2-TZVPD) of a 2-piece molecular cluster, C5H13NO2 overall in a non-equilibrium geometry.

Frontier orbital gap   0.35195 Ha
SMILES string   OC[C@@H]1CCCN1.O
HOMO   -8.8 eV

Last column: Löwdin charge in e.
Cartesian coordinates (Å):
O -1.888924 1.417565 1.059075  -0.072
C -0.475690 1.156050 1.039117  -0.225
C 0.091524 0.936448 -0.355174  -0.336
C -0.351335 -0.369584 -1.055388  -0.142
C 0.894109 -0.777199 -1.818395  -0.185
C 2.008019 -0.438224 -0.819116  -0.207
N 1.565981 0.825623 -0.220940  -0.032
H -2.103960 2.031950 0.350309  0.076
H -0.319382 0.303556 1.683443  0.104
H 0.064173 2.039442 1.414019  0.116
H -0.167840 1.814377 -0.968599  0.142
H -1.272931 -0.201998 -1.622252  0.118
H -0.574572 -1.073560 -0.249209  0.090
H 0.899926 -1.830324 -2.090303  0.104
H 1.038729 -0.194375 -2.731849  0.109
H 2.043457 -1.205929 -0.051643  0.107
H 2.922326 -0.242849 -1.355067  0.106
H 2.050136 1.625541 -0.611769  0.104
O -1.416583 -2.401458 1.613802  -0.065
H -1.438270 -1.742881 2.342621  0.051
H -0.739990 -3.029782 1.888327  0.037

Forces on the atoms, in the same order (eV/Å):
0.261 -0.345 -0.030
-0.496 1.232 -0.522
0.353 -0.226 0.009
-0.223 0.767 0.619
0.108 -0.446 -0.046
-1.081 0.788 -0.661
-0.191 0.275 0.230
0.079 0.020 0.027
0.218 -0.209 0.115
-0.097 -0.325 0.356
0.014 -0.087 0.051
0.282 -0.222 -0.110
-0.038 -0.231 -0.266
-0.051 -0.127 -0.096
-0.127 0.058 0.026
0.513 -0.177 0.015
0.665 -0.477 0.240
-0.165 -0.237 0.003
0.097 0.587 0.791
-0.080 -0.599 -0.731
-0.038 -0.019 -0.021